# 1
Molecular formula: C30H70N10O10
Method: DFT, the ωB97M-V functional and the def2-TZVPD basis

```
120
Properties=species:S:1:pos:R:3:forces:R:3
C 6.57820 0.71538 4.80821 -6.0 -0.2 -5.0
N 5.52220 0.48338 3.77721 5.8 3.8 1.8
C 5.64820 1.36338 2.54821 -0.9 -5.8 1.5
C 4.67720 -0.48462 3.89621 -0.4 -0.9 -0.7
O 3.99820 -0.67462 2.91821 -2.5 -1.8 -0.9
H 6.23020 0.38138 5.62221 -2.2 -3.3 6.3
H 6.80520 1.62938 5.04221 -0.3 6.4 0.8
H 7.47820 0.50138 4.63121 7.0 -3.7 -2.2
H 6.28620 2.08338 2.72421 3.0 4.0 1.6
H 4.67420 1.67338 2.55621 -2.4 1.1 -2.0
H 6.17820 0.78338 1.79921 -1.2 -0.2 -0.9
H 4.67820 -1.10162 4.83121 0.0 0.5 -0.4
C -0.64480 -5.13362 4.08521 -2.8 0.1 -3.2
N 0.33620 -4.64762 3.08321 -1.9 -0.5 -0.3
C 1.57920 -3.97162 3.43221 -1.1 2.4 -1.9
C 0.05120 -4.87962 1.80021 -1.1 1.0 -4.0
O 0.55920 -4.25362 0.79821 -1.5 -2.6 3.4
H -1.34380 -4.29362 4.34321 0.2 -0.9 -0.5
H -0.11980 -5.28562 4.90321 2.4 -1.0 4.2
H -1.23880 -6.16662 3.86921 1.6 2.7 -0.1
H 1.78820 -2.98662 2.83121 -0.1 -2.6 -0.2
H 2.21920 -4.79362 3.39421 2.3 -0.3 0.0
H 1.58120 -3.42562 4.32321 -0.5 -0.3 2.3
H -0.89880 -5.70362 1.66221 2.6 2.1 0.2
C 1.29120 -0.66262 0.76221 1.8 -4.6 -0.9
N 0.52820 -0.40962 -0.38379 0.5 0.9 -2.2
C 0.75520 -1.42562 -1.47579 -5.6 3.3 -1.2
C -0.43380 0.62438 -0.45079 1.4 -7.8 -10.1
O -1.12080 0.73138 -1.49479 0.7 0.6 2.4
H 2.39720 -1.00362 0.60421 -1.9 0.5 -0.4
H 0.81520 -1.50162 1.29221 0.4 0.3 0.5
H 1.40720 0.18038 1.25421 0.2 3.9 3.2
H 1.43720 -2.21162 -1.39679 1.6 -0.4 0.6
H 0.56320 -0.90462 -2.48779 1.2 -0.8 1.4
H -0.24980 -1.84862 -1.36379 0.1 -1.2 -0.7
H -0.38980 1.09338 0.35021 -0.4 5.3 7.5
C -3.83380 4.20138 3.69821 1.6 4.6 5.4
N -2.38880 3.91938 3.63321 -1.9 -0.4 -0.5
C -1.42780 4.98738 3.80821 2.6 -2.6 -5.0
C -2.02980 2.73038 3.16421 3.5 -3.8 -1.0
O -0.85880 2.45338 2.76021 -2.0 1.2 0.7
H -4.50380 3.69838 3.20921 -2.6 -2.8 -5.1
H -4.02080 5.33538 3.69021 0.4 -1.8 -0.6
H -4.46080 3.89438 4.61221 2.1 0.5 0.5
H -0.52780 4.67938 4.23521 1.1 -1.2 1.3
H -1.84080 5.67638 4.32821 -2.8 4.6 3.7
H -0.94980 5.53038 2.91421 -1.5 -1.0 0.3
H -2.63080 1.73038 3.21421 -0.5 2.5 0.2
C 1.61920 4.37938 -0.72579 -3.5 -3.7 -3.0
N 1.03120 5.73738 -0.75279 0.8 -4.5 1.6
C 1.55220 6.59138 -1.73479 -4.2 -1.2 -0.8
C 0.39420 6.20438 0.34621 1.9 3.8 -4.3
O 0.20920 7.40138 0.40921 -0.8 1.0 1.0
H 0.94720 3.46538 -0.32279 1.3 2.7 0.4
H 2.61520 4.37038 -0.40579 1.4 -0.1 0.8
H 1.61820 3.79938 -1.79579 0.3 2.3 1.8
H 0.82220 6.62138 -2.52379 -0.6 1.1 -0.4
H 2.34620 6.30538 -2.24079 4.1 -2.7 -1.8
H 1.85720 7.44338 -1.34579 0.5 4.5 1.7
H 0.08220 5.57938 1.05121 -1.2 -3.3 2.9
C 5.68620 1.30738 -1.57179 1.5 3.4 0.3
N 4.51520 1.91638 -2.28279 1.3 -1.3 0.1
C 3.26620 1.09538 -2.23979 -0.7 5.9 3.6
C 4.55520 3.17438 -2.80079 2.9 -0.8 2.3
O 3.57520 3.63138 -3.25279 -2.7 2.2 -2.0
H 5.75320 0.25338 -1.49179 -1.3 -1.1 0.6
H 5.80620 1.91338 -0.57679 -0.1 -1.7 -1.5
H 6.69420 1.38738 -2.10479 -1.4 0.9 0.2
H 3.67120 0.23638 -2.28079 2.0 -6.8 -0.2
H 2.52420 1.19938 -2.95779 -0.8 0.9 -1.7
H 2.76420 1.22038 -1.21379 0.6 -0.1 -1.3
H 5.54520 3.81338 -2.63979 -1.4 -1.5 -0.4
C -3.25080 -2.19562 1.45221 0.5 6.0 -0.2
N -3.04280 -1.34062 2.66621 -1.5 -0.6 -1.1
C -1.66280 -0.92462 2.80221 0.8 -0.7 -1.1
C -4.08980 -0.95862 3.44021 4.2 2.2 2.8
O -3.87580 -0.21062 4.42621 -1.1 -1.0 -1.6
H -3.01780 -3.09362 1.71221 0.7 -6.1 1.6
H -2.30980 -1.90062 0.92021 -1.6 -0.1 -1.1
H -4.27080 -2.10262 1.03721 0.9 0.1 -0.2
H -0.96580 -1.81262 2.78921 -0.8 0.6 0.5
H -1.45180 -0.26262 3.59721 -0.1 0.3 1.3
H -1.32980 -0.35962 1.91921 -0.4 0.0 -0.1
H -5.03280 -1.37662 3.25421 -1.5 -0.7 -0.7
C 3.01620 -4.35562 -4.06579 -0.4 -2.8 2.9
N 1.80420 -4.51562 -4.83579 -0.5 -1.6 0.7
C 1.46620 -3.46862 -5.78679 0.1 -1.9 -1.6
C 0.85020 -5.52662 -4.55679 -2.6 2.2 -1.1
O -0.34780 -5.33762 -4.92879 3.8 -1.5 1.2
H 3.44120 -5.27562 -3.48779 -1.0 0.4 -1.9
H 2.84020 -3.88462 -3.10079 -0.1 1.5 -0.3
H 3.83020 -4.00162 -4.61179 1.1 1.0 -0.9
H 1.86720 -3.71062 -6.79379 0.5 0.2 0.6
H 1.69520 -2.47762 -5.54679 0.9 1.3 0.9
H 0.43720 -3.46962 -6.01879 -1.4 -0.3 0.4
H 1.19020 -6.46162 -3.97979 -0.2 1.5 -0.7
C -4.45380 1.40538 -0.29479 2.7 0.1 -1.4
N -5.63780 0.67538 -0.77979 3.7 1.0 2.3
C -6.30380 0.01738 0.34921 -7.6 2.0 -9.1
C -5.97180 0.58238 -2.06279 -7.3 -3.6 4.3
O -7.07380 0.08738 -2.39779 1.5 -0.1 0.4
H -3.77980 1.81038 -1.14079 -1.2 -0.9 0.8
H -3.71780 0.68538 0.27421 -1.6 1.5 -0.7
H -4.66480 2.35638 0.24521 -0.3 -1.0 0.2
H -5.76380 -0.27462 1.06421 4.7 -1.7 5.6
H -6.71580 -0.90462 -0.24379 -0.1 1.4 1.8
H -7.14280 0.79738 0.57121 1.1 -2.0 0.5
H -5.51580 1.02738 -2.76879 4.6 3.4 -4.6
C -2.70780 -0.68662 -3.69379 -0.9 -0.6 -6.3
N -3.28180 -1.86662 -4.39079 0.7 -2.5 -0.4
C -4.67080 -2.23062 -4.32279 -1.7 -0.4 1.7
C -2.48680 -2.70662 -5.15279 0.5 2.0 1.0
O -2.86980 -3.67262 -5.75979 0.2 0.0 -0.1
H -3.12880 -0.54162 -2.80179 -2.2 0.9 3.3
H -2.91480 0.09838 -4.53679 1.0 -0.3 2.4
H -1.70880 -0.90662 -3.45479 1.5 0.2 -0.3
H -5.14380 -3.03362 -4.95979 1.4 1.2 0.2
H -5.25180 -1.35362 -4.30579 -0.9 1.6 -1.4
H -5.05280 -2.44962 -3.30679 1.0 -1.0 0.3
H -1.43080 -2.24962 -5.13479 -0.8 -1.0 -0.3
```
Forces are in eV/Å.

Computed properties:
Molar mass   730.9 g mol⁻¹
Net charge   0
LUMO energy   0.157 eV
HOMO level   -8.2653 eV
Relative energy (zero: lowest compared OMol25 entry of this formula, charge and spin)   550.4 kcal/mol
Energy   -67603.8313 eV

Mulliken atomic charge list, values in e, 99 entries:
1 C -1.82
2 N 0.06
3 C -1.30
4 C 0.27
5 O -0.65
6 H 0.54
7 H 0.63
8 H 0.62
9 H 0.46
10 H 0.53
11 H 0.38
12 H 0.27
13 C -1.00
14 N 0.27
15 C -0.97
16 C 0.05
17 O -0.55
18 H 0.27
19 H 0.50
20 H 0.31
21 H 0.03
22 H 0.53
23 H 0.44
24 H 0.19
25 C -1.45
26 N 1.48
27 C -1.53
28 C -1.44
29 O -0.69
30 H 0.23
31 H 0.02
32 H 0.79
33 H 0.52
34 H 0.12
35 H 0.38
36 H 1.41
37 C -1.04
38 N 0.16
39 C -1.18
40 C 0.32
41 O -0.62
42 H 0.39
43 H 0.34
44 H 0.31
45 H 0.40
46 H 0.64
47 H 0.24
48 H 0.06
49 C -0.75
50 N 0.14
51 C -1.39
52 C 0.25
53 O -0.65
54 H 0.09
55 H 0.49
56 H 0.16
57 H 0.33
58 H 0.55
59 H 0.52
60 H 0.22
61 C -1.01
62 N 0.15
63 C -1.39
64 C 0.05
65 O -0.48
66 H 0.35
67 H 0.25
68 H 0.37
69 H 0.62
70 H 0.50
71 H 0.27
72 H 0.28
73 C -1.13
74 N 0.36
75 C -0.88
76 C -0.13
77 O -0.64
78 H 0.54
79 H 0.22
80 H 0.33
81 H 0.06
82 H 0.58
83 H 0.20
84 H 0.57
85 C -0.82
86 N 0.20
87 C -0.95
88 C 0.08
89 O -0.55
90 H 0.29
91 H 0.16
92 H 0.43
93 H 0.31
94 H 0.42
95 H 0.20
96 H 0.27
97 C -0.62
98 N 0.18
99 C -0.79


# 2
Molecular formula: C30H70N6O9Si2
Method: DFT, the ωB97M-V functional and the def2-TZVPD basis

```
117
Properties=species:S:1:pos:R:3:forces:R:3
C -4.10716 7.02894 0.26557 -0.2 -0.2 -0.4
C -3.07060 7.61536 -0.80467 -0.3 0.1 0.5
C -2.40892 6.52858 -1.77139 0.7 0.7 -0.6
C -3.44052 5.49698 -2.44341 0.9 0.5 -0.4
Si -3.59600 3.81698 -1.53004 0.4 0.0 -0.6
O -2.49857 2.59974 -2.09031 -2.7 0.0 -0.2
Si -3.35175 1.27040 -2.83499 1.6 -0.3 0.5
C -3.47494 -0.27698 -1.71807 -0.1 -0.3 0.3
C -2.12640 -0.64523 -0.93341 0.2 -0.7 0.2
C -0.89626 -1.00840 -1.91038 -0.6 -0.4 -0.5
C 0.08171 -2.12873 -1.30437 -0.4 0.1 0.1
C 1.15563 -1.57019 -0.24624 0.0 -0.4 0.1
C 2.65426 -2.12189 -0.49153 -1.3 0.0 2.1
O 3.08764 -2.03380 -1.87314 0.9 -1.9 0.1
C 3.43749 -3.29825 -2.40487 -1.5 -2.8 -1.6
C 4.94988 -3.84878 -2.50414 -0.3 0.1 -0.1
O 2.55715 -4.07062 -2.87409 2.6 3.1 1.8
H -4.64269 7.86505 0.82784 0.8 -1.0 -0.8
H -3.61478 6.34387 1.04689 -0.6 1.0 -1.3
H -4.91359 6.43155 -0.29655 1.1 0.8 1.0
H -3.61650 8.39277 -1.45146 0.7 -1.2 0.9
H -2.28010 8.19926 -0.21214 -0.9 -0.9 -1.1
H -1.51730 5.99880 -1.26480 -1.5 0.7 -0.6
H -1.93302 7.12011 -2.64183 -0.6 -0.8 1.4
H -4.43617 6.03679 -2.58514 1.2 -0.9 0.2
H -3.03209 5.24271 -3.49466 -0.7 0.4 1.5
H -4.97080 3.32803 -1.79389 0.0 -0.1 0.0
H -3.51799 3.96007 -0.05625 0.3 0.0 -0.1
H -4.67891 1.62881 -3.34371 -0.2 0.2 0.1
H -2.55829 0.87667 -4.02455 0.1 0.2 0.1
H -4.36879 -0.13874 -1.00810 1.3 -0.3 -0.8
H -3.73416 -1.16998 -2.40466 0.3 1.4 0.9
H -1.82450 0.16145 -0.17629 -0.5 -1.0 -1.1
H -2.33794 -1.60693 -0.33288 0.4 1.5 -0.8
H -1.36982 -1.47223 -2.85784 0.7 0.7 1.4
H -0.33463 -0.07179 -2.28557 -0.8 -1.4 0.8
H 0.55037 -2.68947 -2.18432 -0.3 0.9 1.4
H -0.56362 -2.89725 -0.74096 0.9 1.1 -0.9
H 0.85477 -1.97288 0.79329 0.5 0.7 -1.5
H 1.12396 -0.42116 -0.14493 0.2 -1.7 -0.5
H 3.32530 -1.53349 0.23783 -0.6 -0.8 -1.5
H 2.66053 -3.20265 -0.10582 0.1 1.4 -0.9
H 5.49171 -3.85194 -1.50383 -0.7 0.4 -1.2
H 4.91368 -4.93949 -2.86052 -0.2 1.6 0.5
H 5.54352 -3.26797 -3.29273 -0.9 -0.5 1.3
C 8.89247 -3.48538 -0.69456 0.0 0.1 0.1
C 8.76795 -4.67834 -1.60420 -0.3 -0.7 0.0
O 8.20217 -5.70415 -1.25419 0.1 0.3 0.1
N 9.30733 -4.59526 -2.85122 -0.1 0.1 0.3
C 10.01085 -3.48364 -3.45429 -0.1 -0.5 -0.3
H 8.41387 -3.70870 0.25917 0.0 -0.1 -0.2
H 9.94512 -3.26179 -0.50854 -0.1 0.2 -0.1
H 8.39333 -2.62048 -1.13723 0.2 0.1 0.0
H 9.18137 -5.43563 -3.39778 0.0 0.1 0.1
H 9.47238 -3.18578 -4.35685 0.2 0.2 0.0
H 11.01130 -3.82162 -3.73366 0.1 0.3 0.0
H 10.09021 -2.63238 -2.78171 -0.1 -0.1 0.0
C -2.12807 -4.74535 3.35206 0.2 -0.1 0.1
C -2.39582 -3.70788 2.29569 0.0 0.4 -0.4
O -1.48792 -3.13345 1.70294 0.1 -0.1 0.1
N -3.68860 -3.41198 2.00388 0.6 -0.2 0.2
C -4.89181 -3.97130 2.58458 -0.3 0.3 -0.5
H -1.05124 -4.86927 3.47025 -0.1 0.1 -0.1
H -2.54627 -4.42475 4.30868 -0.1 -0.2 0.0
H -2.55535 -5.70496 3.05391 -0.1 0.0 0.2
H -3.78563 -2.70779 1.28609 0.0 -0.1 0.1
H -5.47850 -4.42711 1.78274 -0.1 -0.2 0.1
H -5.46559 -3.15762 3.02654 -0.1 -0.3 0.2
H -4.67464 -4.71717 3.34524 0.0 0.2 0.0
C -6.60013 -0.68229 5.99685 -0.2 0.0 0.0
C -5.31045 -1.36029 5.62081 0.5 -0.3 -0.2
O -5.28686 -2.47573 5.11005 -0.1 0.1 0.2
N -4.14734 -0.70168 5.86151 -0.7 -0.2 -0.2
C -3.95959 0.60969 6.45037 0.5 -0.5 0.0
H -7.43673 -1.33354 5.74255 0.2 0.0 0.0
H -6.62549 -0.49133 7.07162 0.0 0.2 -0.1
H -6.70937 0.25241 5.44290 0.0 0.1 0.2
H -3.32816 -1.22238 5.58145 -0.1 0.1 0.0
H -3.42809 1.23363 5.72876 -0.1 0.2 0.2
H -3.34552 0.49902 7.34322 -0.1 0.3 -0.1
H -4.90219 1.08287 6.71475 0.1 -0.1 0.0
C -2.23134 4.88334 8.62969 0.0 0.1 0.2
C -2.35292 3.69255 7.71777 -0.2 -0.5 -0.1
O -2.91966 2.66327 8.06559 0.2 0.4 0.1
N -1.81071 3.78068 6.47324 -0.2 0.1 0.5
C -1.10715 4.89601 5.87582 0.0 -0.4 -0.3
H -2.71153 4.65784 9.58199 0.0 -0.1 -0.2
H -1.17929 5.10748 8.81802 -0.1 0.2 -0.1
H -2.73026 5.74840 8.18774 0.2 0.1 0.0
H -1.93339 2.94265 5.92330 0.1 0.1 0.0
H -1.64357 5.19604 4.97301 0.2 0.2 0.0
H -0.10557 4.56060 5.59813 0.0 0.3 0.0
H -1.03112 5.74490 6.55156 -0.1 -0.1 0.0
C 3.61463 -8.70561 -5.46894 0.1 -0.2 -0.1
C 3.62492 -7.51374 -4.54933 0.1 0.5 0.4
O 4.61010 -7.21627 -3.88285 0.0 -0.1 -0.2
N 2.49986 -6.75683 -4.46895 0.4 -0.5 -0.1
C 1.24495 -6.93570 -5.16541 0.1 0.4 0.3
H 4.58259 -9.20516 -5.42180 -0.1 0.2 0.1
H 2.84468 -9.41471 -5.15763 0.0 0.0 -0.2
H 3.44126 -8.38518 -6.49849 -0.1 -0.1 0.0
H 2.58718 -5.97666 -3.83085 -0.1 0.1 0.0
H 1.04646 -6.03512 -5.75088 -0.2 -0.1 -0.1
H 0.45422 -7.05634 -4.42157 -0.2 -0.1 -0.2
H 1.25843 -7.80140 -5.82444 0.1 0.1 0.1
C 1.91431 5.93967 -2.05786 0.0 -0.1 0.1
C 1.67310 7.35138 -2.52054 -0.3 0.6 0.2
O 1.10388 8.17691 -1.81803 0.1 -0.3 -0.1
N 2.10763 7.70480 -3.76083 -0.1 -0.2 0.3
C 2.79531 6.88896 -4.73883 -0.1 0.5 -0.1
H 1.51074 5.81656 -1.05264 0.0 0.2 -0.1
H 1.40927 5.23427 -2.72136 0.2 -0.1 0.0
H 2.98591 5.73130 -2.02749 -0.1 -0.1 -0.1
H 1.90759 8.66676 -3.99527 0.0 -0.1 0.0
H 3.75653 7.35755 -4.96161 0.1 -0.3 -0.1
H 2.19313 6.86471 -5.64977 0.2 -0.2 -0.1
H 2.96003 5.87340 -4.38578 -0.1 0.1 0.0
```
Forces are in eV/Å.

Computed properties:
Molar mass   715.1 g mol⁻¹
Net charge   0
LUMO energy   0.302 eV
HOMO level   -8.9491 eV
Energy   -75370.1984 eV

Mulliken atomic charge list, values in e, 99 entries:
1 C -0.77
2 C -0.54
3 C -0.24
4 C -0.71
5 Si 0.41
6 O -0.20
7 Si 0.42
8 C -0.77
9 C 0.27
10 C -0.87
11 C -0.05
12 C -0.53
13 C -0.51
14 O -0.33
15 C 0.52
16 C -0.54
17 O -0.61
18 H 0.34
19 H 0.15
20 H 0.16
21 H 0.28
22 H 0.30
23 H 0.13
24 H 0.21
25 H 0.38
26 H 0.33
27 H -0.18
28 H -0.16
29 H -0.19
30 H -0.19
31 H 0.39
32 H 0.34
33 H 0.25
34 H -0.26
35 H 0.28
36 H 0.24
37 H 0.19
38 H 0.17
39 H 0.17
40 H 0.34
41 H 0.29
42 H 0.32
43 H 0.20
44 H 0.16
45 H 0.27
46 C -1.35
47 C 0.83
48 O -0.64
49 N -0.18
50 C -0.83
51 H 0.28
52 H 0.44
53 H 0.36
54 H 0.23
55 H 0.27
56 H 0.28
57 H 0.32
58 C -1.41
59 C 0.88
60 O -0.56
61 N -0.02
62 C -0.87
63 H 0.28
64 H 0.34
65 H 0.38
66 H 0.09
67 H 0.31
68 H 0.26
69 H 0.34
70 C -1.34
71 C 0.80
72 O -0.66
73 N -0.04
74 C -0.83
75 H 0.30
76 H 0.37
77 H 0.36
78 H 0.19
79 H 0.15
80 H 0.33
81 H 0.31
82 C -1.37
83 C 0.86
84 O -0.59
85 N -0.09
86 C -0.86
87 H 0.29
88 H 0.37
89 H 0.36
90 H 0.17
91 H 0.28
92 H 0.29
93 H 0.34
94 C -1.40
95 C 0.93
96 O -0.63
97 N -0.01
98 C -0.94
99 H 0.30